Entry 1:
DFT (ωB97M-V with the def2-TZVPD basis set) results for a structure of composition C36H28I2N6NaO2S2Sb.

Values from the calculation:
Relative energy (zero: lowest compared OMol25 entry of this formula, charge and spin) in kJ/mol: 54.6
HOMO energy in eV: -1.49
LUMO level in Eh: 0.123
Net charge: -2
Multiplicity: 1

Last column: Löwdin charge in e.
CARTESIAN COORDINATES (ANGSTROEM)
Na 0.01747 0.63999 -0.38605  0.105
C -3.01860 3.15086 -0.76535  -0.044
C -3.34717 2.87211 0.66860  -0.318
C -4.53837 3.37603 1.20482  -0.043
C -4.83448 3.16236 2.53222  -0.093
C -3.92033 2.45618 3.30201  -0.162
C -2.77043 1.96699 2.69484  -0.459
N -2.48882 2.16527 1.40374  0.115
Sb -1.46508 0.88743 4.01054  1.454
C 0.47006 1.36290 3.18581  -0.487
C 1.58614 0.73644 3.72591  -0.193
C 2.83454 1.06006 3.22662  -0.100
C 2.93086 2.01720 2.23614  -0.041
C 1.76901 2.62326 1.77024  -0.336
C 1.79908 3.66108 0.68647  -0.019
N 0.56158 2.29567 2.24078  0.085
C -1.70251 -1.06939 3.15640  -0.489
C -0.98926 -2.10733 3.73871  -0.182
C -1.09516 -3.37321 3.18317  -0.087
C -1.94159 -3.55357 2.10681  -0.032
C -2.66786 -2.46786 1.61893  -0.337
C -3.62055 -2.63556 0.47138  -0.056
N -2.53725 -1.24371 2.13235  0.095
H -3.75559 2.67902 -1.41710  0.073
H -3.04749 4.22797 -0.94851  0.076
H -2.03205 2.78632 -1.04201  0.050
H -5.21128 3.93058 0.56165  0.106
H -5.75311 3.54018 2.96702  0.095
H -4.09642 2.28281 4.35708  0.064
H 1.47806 -0.02643 4.48725  0.082
H 3.71846 0.54922 3.58636  0.104
H 3.88687 2.27836 1.80094  0.106
H 2.82132 3.92835 0.41822  0.075
H 1.28700 3.29211 -0.20472  0.060
H 1.26631 4.55553 1.01330  0.080
H -0.32778 -1.92317 4.57693  0.079
H -0.51104 -4.19864 3.57125  0.105
H -2.03958 -4.51932 1.62699  0.112
H -4.11056 -3.60966 0.50752  0.073
H -4.36778 -1.84412 0.48433  0.075
H -3.06067 -2.57333 -0.46541  0.027
I -0.67120 4.47142 -4.01069  0.830
C 0.98381 3.22096 -3.79732  -0.654
C 2.01607 3.28807 -4.73882  -0.268
C 3.11463 2.47762 -4.64259  -0.693
I 4.60753 2.64949 -6.10213  0.807
C 3.23636 1.55676 -3.56497  -0.221
C 4.32401 0.67789 -3.36435  -0.066
C 4.34053 -0.15207 -2.27931  -0.049
C 3.27339 -0.10416 -1.36331  -0.121
N 2.24909 0.69512 -1.52585  0.132
C 2.19639 1.50262 -2.60837  -0.131
C 0.97858 2.32032 -2.71620  -0.468
O 0.05363 2.21051 -1.86913  -0.158
H 1.93460 3.99328 -5.55548  0.063
H 5.13645 0.66690 -4.08004  0.048
H 5.15644 -0.84437 -2.11676  0.099
H 3.24811 -0.73338 -0.47834  0.072
S 1.22296 -1.34678 1.31428  0.627
C 1.42041 -2.72578 0.27783  -0.715
C 2.37558 -3.68714 0.64629  -0.102
C 2.62619 -4.84427 -0.08085  -0.229
C 3.61085 -5.77370 0.38636  -0.211
N 4.40642 -6.50821 0.78215  0.115
C 1.89723 -5.07205 -1.25954  -0.227
C 0.95107 -4.13222 -1.64948  -0.099
C 0.67037 -2.96431 -0.92369  -0.714
S -0.57191 -1.91564 -1.53564  0.587
C 2.10485 -6.24888 -2.04896  -0.210
N 2.26927 -7.19210 -2.69090  0.116
H 2.93940 -3.50932 1.55303  0.092
H 0.39000 -4.30308 -2.55891  0.093
C -3.37655 -0.16026 -2.25403  -0.178
O -3.34640 0.23942 -0.89692  -0.158
H -3.72836 0.69472 -2.83515  0.071
H -4.06676 -0.99723 -2.41334  0.072
H -2.39218 -0.44696 -2.62583  0.014
H -2.75680 -0.34215 -0.39924  0.017



Entry 2:
DFT (ωB97M-V with the def2-TZVPD basis set) results for a structure of composition C36H28N12O4S3V at a distorted geometry.

Values from the calculation:
HOMO energy (spin up / spin down) in eV: -5.74 / -5.71
LUMO level (spin up / spin down) in Eh: -0.038 / -0.042
Net charge: 0
Multiplicity: 2

Last column: Löwdin spin population.
CARTESIAN COORDINATES (ANGSTROEM)
V 0.07913 -0.06362 -0.77552  0.738
C -0.73927 3.74558 0.84388  0.003
C -0.80787 2.41428 0.15668  0.019
N 0.27493 1.66748 0.00158  0.035
N 1.44112 2.17368 0.41098  0.007
C 2.50172 1.47018 0.13378  0.008
N 3.71822 1.94268 0.52958  0.003
S 2.48483 -0.01552 -0.72082  0.003
C -1.96197 1.86638 -0.46902  0.032
C -3.23978 2.45668 -0.55232  0.003
C -4.22658 1.84318 -1.28442  0.022
C -3.93988 0.63538 -1.93402  0.011
C -2.68478 0.08918 -1.78252  0.017
N -1.72128 0.66728 -1.07652  0.031
H 0.24393 4.17658 0.65928  0.000
H -1.51078 4.42538 0.49478  0.001
H -0.84107 3.62248 1.92248  0.001
H 3.75862 2.92208 0.75878  0.000
H 4.51522 1.53268 0.06998  0.000
H -3.43528 3.37828 -0.02772  0.000
H -5.21298 2.27518 -1.35232  0.001
H -4.69158 0.12688 -2.51302  0.000
H -2.43187 -0.86222 -2.23932  0.002
C 5.12183 -1.51632 1.61698  0.000
N 4.60512 -0.44342 2.41758  0.000
C 5.28022 0.60888 2.97668  0.000
C 4.38382 1.41308 3.58348  0.000
N 3.12812 0.86088 3.39418  0.000
C 3.27572 -0.31682 2.68878  0.000
S 2.13602 -1.44592 2.30878  0.000
C 1.90472 1.42468 3.73248  0.000
C 1.80472 2.46298 4.66408  0.000
C 0.54903 2.96768 4.94268  0.000
C -0.55907 2.41958 4.30998  0.000
C -0.34887 1.38648 3.40908  0.000
N 0.84533 0.91248 3.12278  0.000
H 6.20792 -1.50512 1.65068  0.000
H 4.76742 -1.41562 0.58648  0.000
H 4.74683 -2.46432 2.00588  0.000
H 6.34442 0.70308 2.91858  0.000
H 4.54282 2.32678 4.11638  0.000
H 2.67372 2.85448 5.16698  0.000
H 0.43383 3.77348 5.65438  0.000
H -1.55598 2.77438 4.51958  0.000
H -1.17537 0.90508 2.90108  0.000
S 1.60062 -2.62152 -7.62462  -0.001
N 1.60413 -3.36372 -6.17882  -0.003
C 1.26863 -2.47932 -5.24872  0.000
C 1.13602 -2.73432 -3.85242  -0.003
C 1.41062 -3.96072 -3.24652  0.020
C 1.24073 -4.06542 -1.88322  -0.005
C 0.75363 -2.97722 -1.15962  0.023
N 0.43683 -1.82152 -1.72172  -0.002
C 0.68143 -1.66612 -3.04172  0.013
C 0.51993 -0.35052 -3.56062  0.001
N 0.27543 0.62248 -2.64502  -0.001
C 0.12393 1.86448 -3.10582  0.002
C 0.21023 2.20748 -4.44672  0.001
C 0.50683 1.23058 -5.38732  0.001
C 0.67623 -0.07702 -4.94442  0.002
C 1.01883 -1.17972 -5.79222  -0.001
N 1.17983 -1.13912 -7.10732  0.001
H 1.75702 -4.78472 -3.84842  0.001
H 1.46702 -4.97972 -1.36232  -0.001
H 0.64603 -3.06222 -0.08672  0.001
H -0.06197 2.63418 -2.36402  0.001
H 0.06313 3.23218 -4.75272  0.000
H 0.62693 1.46268 -6.43292  0.000
O -0.19567 -2.79992 1.75838  0.001
C -0.88718 -1.87992 1.33418  0.001
O -0.42697 -0.88862 0.66268  0.013
C -2.37418 -1.93492 1.51488  0.000
C -2.95098 -3.18302 1.77128  0.000
C -4.31508 -3.31362 1.89148  0.000
C -5.12327 -2.18542 1.74618  0.000
C -4.56178 -0.93422 1.48898  0.000
C -3.19458 -0.81432 1.38118  0.000
N -6.53678 -2.30642 1.87298  0.000
O -6.99988 -3.40162 2.15778  0.000
O -7.21388 -1.30322 1.68658  0.000
H -2.29798 -4.03502 1.87978  0.000
H -4.78088 -4.26472 2.10228  0.000
H -5.21458 -0.07942 1.39058  0.000
H -2.75348 0.15678 1.21268  0.000



Entry 3:
DFT (ωB97M-V with the def2-TZVPD basis set) results for a structure of composition C36H28N4O4SSe2V.

Values from the calculation:
HOMO energy (spin up / spin down) in eV: -15.45 / -15.45
LUMO level (spin up / spin down) in Eh: -0.401 / -0.403
Net charge: +3
Multiplicity: 1

Last column: Löwdin charge in e.
CARTESIAN COORDINATES (ANGSTROEM)
V -0.07622 0.47917 0.51200  1.086
O 3.88247 1.57626 4.01186  0.114
C 2.79607 1.31397 4.74512  -0.236
C 2.98589 1.17596 6.12121  0.026
C 1.91643 0.91486 6.94349  -0.012
C 0.61585 0.77551 6.43028  -0.048
C 0.41524 0.88516 5.08327  -0.050
C 1.49705 1.14534 4.20907  -0.096
C 1.26134 1.24472 2.80187  -0.328
O 0.07100 0.89035 2.29727  -0.180
N 2.13670 1.66859 1.92643  0.123
N 1.55151 1.67797 0.69973  -0.063
C 2.11178 2.44834 -0.20105  0.043
C 1.50801 2.78560 -1.43203  -0.113
C 2.15319 3.62319 -2.36653  0.023
C 1.45971 4.07977 -3.45696  -0.007
C 0.10317 3.74565 -3.62584  0.010
C -0.56014 2.93988 -2.72511  0.025
C 0.15821 2.44532 -1.64273  -0.238
O -0.42832 1.64118 -0.74437  -0.162
H 3.64926 1.76245 3.09033  0.080
H 3.98612 1.29835 6.51314  0.138
H 2.08044 0.82605 8.00935  0.128
H -0.21347 0.59325 7.09832  0.119
H -0.57872 0.79401 4.66648  0.107
H 3.04922 2.91681 0.08711  0.170
H 3.18542 3.90751 -2.20593  0.139
H 1.94553 4.71930 -4.18063  0.133
H -0.43344 4.13858 -4.47965  0.135
H -1.60464 2.68702 -2.84616  0.136
Se -1.90645 -2.25855 1.70360  0.800
Se -0.13417 -2.01965 3.17478  0.849
C 1.34591 -1.83701 1.95990  -0.564
C 2.41481 -2.69107 2.20923  -0.055
C 3.52721 -2.66545 1.39118  0.021
C 3.52997 -1.81560 0.29121  0.010
C 2.45065 -0.99018 0.10006  -0.093
N 1.39252 -0.95854 0.93970  -0.052
C -2.68188 -0.49092 1.67889  -0.581
C -3.96527 -0.36904 2.18651  -0.056
C -4.61039 0.85935 2.14561  0.021
C -3.94420 1.94924 1.60732  0.014
C -2.67002 1.76914 1.11503  -0.061
N -2.05856 0.57016 1.12495  -0.065
H 2.34801 -3.38955 3.03248  0.121
H 4.36585 -3.32060 1.58760  0.141
H 4.35913 -1.78824 -0.40132  0.134
H 2.42121 -0.30757 -0.73884  0.113
H -4.44287 -1.23276 2.62798  0.120
H -5.61061 0.96259 2.54578  0.140
H -4.39490 2.93082 1.57140  0.136
H -2.11366 2.59551 0.69778  0.133
O -0.47984 -0.86813 -0.73340  -0.593
S -1.61245 -0.82514 -1.86782  1.177
C -2.08929 -2.49909 -2.03593  -0.410
C -1.22612 -3.46773 -2.54620  -0.038
C -1.68192 -4.76826 -2.62808  -0.022
C -2.97872 -5.08247 -2.22080  -0.010
C -3.83267 -4.10483 -1.73054  -0.032
C -3.38885 -2.79480 -1.63134  -0.092
C -0.68916 -0.44729 -3.32833  -0.404
C -1.44382 0.00998 -4.40137  -0.068
C -0.79181 0.31541 -5.58728  -0.030
C 0.58708 0.18042 -5.67485  -0.025
C 1.32614 -0.27110 -4.58606  -0.032
C 0.68916 -0.59673 -3.39859  -0.075
H -0.23390 -3.20201 -2.88699  0.120
H -1.04125 -5.54324 -3.02587  0.128
H -3.32696 -6.10338 -2.30497  0.130
H -4.84231 -4.35872 -1.43882  0.127
H -4.04524 -2.01084 -1.26946  0.116
H -2.51952 0.12031 -4.32258  0.128
H -1.36188 0.65864 -6.43981  0.129
H 1.09205 0.41843 -6.60148  0.127
H 2.39796 -0.38623 -4.67706  0.123
H 1.24639 -0.97542 -2.55250  0.096



Number 1: calculated total energy -3662.13238 a.u.. Number 2: calculated total energy -4485.28396 a.u.. Number 3: calculated total energy -8052.78214 a.u..